Arrangement w

Computed, not measured: a 2-piece molecular cluster, C10H15NO2 overall, with ωB97M-V/def2-TZVPD.

```
28
Properties=species:S:1:pos:R:3
C 0.58 0.44 -2.47
C -0.06 -0.74 -1.76
C 0.15 -2.04 -2.21
C -0.37 -3.10 -1.50
C -0.98 -2.88 -0.27
O -1.45 -3.94 0.47
C -1.28 -1.60 0.15
C -0.88 -0.53 -0.66
H -0.10 1.13 -2.94
H 1.19 0.10 -3.31
H 1.25 0.92 -1.77
H 0.67 -2.23 -3.12
H -0.21 -4.10 -1.88
H -0.98 -4.74 0.22
H -1.64 -1.36 1.14
H -1.10 0.47 -0.31
C 0.23 0.75 2.61
C 0.17 2.23 2.25
C 1.08 2.58 1.10
N 0.43 3.07 -0.01
O 2.27 2.39 1.15
H 1.18 0.22 2.54
H -0.50 0.13 2.12
H -0.03 0.55 3.66
H -0.87 2.54 2.25
H 0.57 2.75 3.13
H 1.00 3.31 -0.80
H -0.33 3.69 0.22
```

Output
**LUMO energy**: 0.8 eV
**Multiplicity**: 1
**SMILES**: Cc1ccc(O)cc1.CCC(N)=O
**HOMO energy**: -8.4 eV
**Kohn-Sham gap**: 9.192 eV

Atomic partial charges in e from the natural (NBO) method, atoms 1 to 2: atom 1 (C): -0.63, atom 2 (C): -0.05



Arrangement x

Computed, not measured: a 2-piece molecular cluster, C10H15NO2 overall, with ωB97M-V/def2-TZVPD.

```
28
Properties=species:S:1:pos:R:3
C -3.47 -0.06 0.48
C -2.40 0.30 -0.49
C -1.43 1.38 -0.15
C -0.24 1.43 -0.89
C -0.12 0.58 -2.01
O 1.04 0.39 -2.67
C -1.16 -0.25 -2.49
C -2.31 -0.34 -1.73
H -3.38 0.39 1.45
H -3.85 -1.09 0.42
H -4.55 0.37 0.24
H -1.60 1.82 0.72
H 0.52 2.13 -0.64
H 1.81 0.87 -2.09
H -0.94 -0.81 -3.38
H -3.26 -0.82 -2.06
C 1.67 -2.30 1.17
C 0.91 -1.04 1.36
C 1.75 -0.03 1.99
N 2.97 0.33 1.45
O 1.76 0.30 3.17
H 2.76 -2.11 1.35
H 1.51 -2.80 0.14
H 1.27 -3.13 1.72
H 0.59 -0.44 0.37
H 0.00 -1.32 1.86
H 3.64 0.91 1.89
H 3.11 0.13 0.46
```

Output
**LUMO energy**: 0.4 eV
**Multiplicity**: 1
**SMILES**: Cc1ccc(O)cc1.CCC(N)=O
**HOMO energy**: -8.1 eV
**Kohn-Sham gap**: 8.528 eV

Atomic partial charges in e from the natural (NBO) method, atoms 1 to 2: atom 1 (C): -0.65, atom 2 (C): -0.05



arrangement w ends up most stable, edging out the next structure by 0.0834 hartree.



Arrangement w

Computed, not measured: one molecule with the formula C3H10NOP, with ωB97M-V/def2-TZVPD.

```
16
Properties=species:S:1:pos:R:3
C -0.78 0.77 0.78
N -0.51 0.51 -0.62
C -1.51 -0.27 -1.32
P 1.10 0.03 -0.90
C 1.56 -1.31 0.85
O 1.86 1.47 -0.68
H 0.13 1.14 1.10
H -1.69 1.46 0.84
H -1.13 -0.17 1.21
H -2.02 -1.05 -0.65
H -2.38 0.41 -1.49
H -1.21 -0.61 -2.35
H 2.17 -0.63 1.39
H 1.98 -2.19 0.31
H 0.49 -1.49 1.30
H 1.94 1.94 0.23
```

Output
**LUMO energy**: 0.8 eV
**Multiplicity**: 1
**SMILES**: CN(C)P(C)O
**HOMO energy**: -8.1 eV
**Kohn-Sham gap**: 8.897 eV

Atomic partial charges in e from the natural (NBO) method, atoms 1 to 2: atom 1 (C): -0.40, atom 2 (N): -0.75



Arrangement x

Computed, not measured: one molecule with the formula C3H10NOP, with ωB97M-V/def2-TZVPD.

```
16
Properties=species:S:1:pos:R:3
C 1.43 1.25 -0.38
C 0.57 0.15 0.34
C 1.08 -1.26 -0.11
N -0.81 0.14 -0.11
P -2.31 -0.27 0.43
O -3.21 0.19 -0.66
H 1.23 2.26 0.00
H 2.47 1.12 -0.20
H 1.08 1.35 -1.43
H 0.78 0.25 1.44
H 1.08 -1.40 -1.19
H 0.28 -2.01 0.14
H 2.25 -1.41 0.20
H -0.87 0.84 -0.85
H -2.68 -1.53 0.76
H -2.37 0.33 1.63
```

Output
**LUMO energy**: 0.9 eV
**Multiplicity**: 1
**SMILES**: CC(C)N[PH2]=O
**HOMO energy**: -9.8 eV
**Kohn-Sham gap**: 10.686 eV

Atomic partial charges in e from the natural (NBO) method, atoms 1 to 2: atom 1 (C): -0.62, atom 2 (C): -0.04



arrangement x ends up most stable, edging out the next structure by 0.0275 hartree.



Arrangement w

Computed, not measured: C8H7NO2 as an isolated structure, with ωB97M-V/def2-TZVPD.

```
18
Properties=species:S:1:pos:R:3
C -1.02 0.44 0.71
C -0.86 -1.17 1.18
C -1.78 -2.05 0.61
C 0.47 -1.57 1.79
C -0.09 1.10 -0.22
C -0.11 1.05 -1.74
C 1.38 0.95 -2.08
C 2.06 1.06 -0.79
H 0.08 1.75 1.76
H -1.99 0.36 0.25
H -2.39 -1.69 -0.27
H -1.60 -3.17 0.61
H -0.78 0.40 -2.80
H 1.77 1.13 -3.06
H 3.16 1.29 -0.52
N 1.43 -2.22 2.19
O -0.92 1.00 2.06
O 1.19 1.33 0.30
```

Output
**LUMO energy**: -0.5 eV
**Multiplicity**: 1
**HOMO energy**: -9.1 eV
**Kohn-Sham gap**: 8.581 eV

Atomic partial charges in e from the natural (NBO) method, atoms 1 to 2: atom 1 (C): 0.04, atom 2 (C): -0.09



Arrangement x

Computed, not measured: one molecule with the formula C8H7NO2, with ωB97M-V/def2-TZVPD.

```
18
Properties=species:S:1:pos:R:3
C -0.88 -3.55 0.13
C -0.34 -2.17 -0.14
C 0.79 -1.96 -0.99
C 1.26 -0.70 -1.16
C 0.63 0.43 -0.56
N 0.90 1.81 -0.44
C 0.01 2.40 0.42
O -0.08 3.50 0.88
O -0.81 1.42 0.91
C -0.44 0.22 0.24
C -0.91 -1.04 0.54
H -0.62 -3.70 1.23
H -1.99 -3.59 0.12
H -0.34 -4.32 -0.46
H 1.20 -2.85 -1.48
H 2.13 -0.58 -1.75
H 1.39 2.39 -1.05
H -1.72 -1.22 1.27
```

Output
**LUMO energy**: 0.7 eV
**Multiplicity**: 1
**SMILES**: Cc1ccc2[nH]c(=O)oc2c1
**HOMO energy**: -8.6 eV
**Kohn-Sham gap**: 9.323 eV

Atomic partial charges in e from the natural (NBO) method, atoms 1 to 2: atom 1 (C): -0.64, atom 2 (C): 0.01



arrangement x ends up most stable, edging out the next structure by 0.3256 hartree.



Arrangement w

Computed, not measured: one molecule with the formula C3H4OS, with ωB97M-V/def2-TZVPD.

```
9
Properties=species:S:1:pos:R:3
C -2.88 -0.40 0.06
C -0.95 0.35 -0.58
C 0.17 -0.02 0.32
O -3.06 -1.56 -0.01
S -2.35 1.14 0.09
H -0.83 0.45 -1.64
H -0.19 -0.58 1.18
H 0.71 0.85 0.69
H 0.88 -0.66 -0.21
```

Output
**LUMO energy**: 0.6 eV
**Multiplicity**: 1
**HOMO energy**: -7.4 eV
**Kohn-Sham gap**: 7.968 eV

Atomic partial charges in e from the natural (NBO) method, atoms 1 to 2: atom 1 (C): 0.39, atom 2 (C): -0.58



Arrangement x

Computed, not measured: a 2-piece molecular cluster, C3H4OS overall, with ωB97M-V/def2-TZVPD.

```
9
Properties=species:S:1:pos:R:3
C 0.71 0.31 -0.13
C -0.38 0.53 -0.57
C 2.13 0.32 0.10
O -3.57 -1.22 -0.10
S -3.48 0.43 0.15
H 2.59 0.24 -0.89
H 2.37 -0.29 0.90
H 2.40 1.23 0.52
H -2.76 -1.55 0.02
```

Output
**LUMO energy (spin up / spin down)**: -2.3 / -1.9 eV
**Multiplicity**: 1
**HOMO energy (spin up / spin down)**: -9.8 / -9.4 eV
**Kohn-Sham gap (spin up / spin down)**: 7.488 / 7.452 eV

Atomic partial charges in e from the natural (NBO) method, atoms 1 to 2: atom 1 (C): -0.21, atom 2 (C): 0.08



arrangement w ends up most stable, edging out the next structure by 0.1564 hartree.



Arrangement w

Computed, not measured: one molecule with the formula C2H2FP, with ωB97M-V/def2-TZVPD.

```
6
Properties=species:S:1:pos:R:3
C -1.15 -0.01 -0.70
C 0.29 0.15 -0.09
F -1.80 -0.80 0.19
P 1.97 -0.73 -0.12
H 0.49 1.17 -0.36
H 0.20 0.22 1.08
```

Output
**LUMO energy (spin up / spin down)**: -1.5 / -1.6 eV
**Multiplicity**: 1
**HOMO energy (spin up / spin down)**: -8.6 / -8.8 eV
**Kohn-Sham gap (spin up / spin down)**: 7.120 / 7.186 eV

Atomic partial charges in e from the natural (NBO) method, atoms 1 to 2: atom 1 (C): 0.47, atom 2 (C): -1.03



Arrangement x

Computed, not measured: one molecule with the formula C2H2FP, with ωB97M-V/def2-TZVPD.

```
6
Properties=species:S:1:pos:R:3
F 2.11 1.06 0.15
P 1.13 -0.54 -0.06
C -0.52 -0.14 -0.68
C -0.52 -0.24 0.63
H -1.13 -0.02 -1.51
H -1.07 -0.12 1.47
```

Output
**LUMO energy**: 0.9 eV
**Multiplicity**: 1
**SMILES**: FP1=CC=1
**HOMO energy**: -10.4 eV
**Kohn-Sham gap**: 11.271 eV

Atomic partial charges in e from the natural (NBO) method, atoms 1 to 2: atom 1 (F): -0.64, atom 2 (P): 1.02



arrangement x ends up most stable, edging out the next structure by 0.1653 hartree.



Arrangement w

Computed, not measured: a 2-piece molecular cluster, H4O2 overall, with ωB97M-V/def2-TZVPD.

```
6
Properties=species:S:1:pos:R:3
O -1.45 0.12 0.03
H -0.52 0.04 -0.27
H -1.96 -0.68 -0.31
O 1.26 -0.06 -0.13
H 1.45 -0.32 0.75
H 1.21 0.91 -0.07
```

Output
**LUMO energy**: 0.8 eV
**Multiplicity**: 1
**SMILES**: O.O
**HOMO energy**: -10.9 eV
**Kohn-Sham gap**: 11.712 eV

Atomic partial charges in e from the natural (NBO) method, atoms 1 to 2: atom 1 (O): -0.98, atom 2 (H): 0.49



Arrangement x

Computed, not measured: a 2-piece molecular cluster, H4O2 overall, with ωB97M-V/def2-TZVPD.

```
6
Properties=species:S:1:pos:R:3
O 0.78 -0.63 1.64
H 0.17 -1.11 2.25
H 0.35 0.12 1.33
O -0.68 0.29 -1.87
H -0.32 0.99 -2.40
H -0.30 0.35 -0.95
```

Output
**LUMO energy**: 0.6 eV
**Multiplicity**: 1
**SMILES**: O.O
**HOMO energy**: -11.6 eV
**Kohn-Sham gap**: 12.248 eV

Atomic partial charges in e from the natural (NBO) method, atoms 1 to 2: atom 1 (O): -0.93, atom 2 (H): 0.48



arrangement w ends up most stable, edging out the next structure by 0.0071 hartree.



Arrangement w

Computed, not measured: a 2-piece molecular cluster, H4O2 overall, with ωB97M-V/def2-TZVPD.

```
6
Properties=species:S:1:pos:R:3
O 1.51 -0.08 0.04
H 1.66 0.85 -0.34
H 0.56 -0.28 -0.24
O -1.37 -0.09 -0.02
H -2.20 0.31 -0.34
H -1.15 0.47 0.73
```

Output
**LUMO energy**: 0.6 eV
**Multiplicity**: 1
**SMILES**: O.O
**HOMO energy**: -11.0 eV
**Kohn-Sham gap**: 11.678 eV

Atomic partial charges in e from the natural (NBO) method, atoms 1 to 2: atom 1 (O): -0.96, atom 2 (H): 0.46



Arrangement x

Computed, not measured: a 2-piece molecular cluster, H4O2 overall, with ωB97M-V/def2-TZVPD.

```
6
Properties=species:S:1:pos:R:3
O 1.20 -1.54 0.26
H 0.62 -1.55 1.06
H 1.17 -0.60 0.12
O -1.30 1.50 -0.40
H -1.30 0.76 -1.03
H -0.39 1.42 -0.01
```

Output
**LUMO energy**: 0.4 eV
**Multiplicity**: 1
**SMILES**: O.O
**HOMO energy**: -11.9 eV
**Kohn-Sham gap**: 12.259 eV

Atomic partial charges in e from the natural (NBO) method, atoms 1 to 2: atom 1 (O): -0.92, atom 2 (H): 0.47



arrangement w ends up most stable, edging out the next structure by 0.0054 hartree.



Arrangement w

Computed, not measured: a 2-piece molecular cluster, H4O2 overall, with ωB97M-V/def2-TZVPD.

```
6
Properties=species:S:1:pos:R:3
O 2.05 0.02 -0.07
H 1.52 -0.76 0.17
H 1.55 0.65 0.44
O -2.06 -0.03 -0.02
H -1.32 -0.65 0.15
H -1.68 0.84 -0.06
```

Output
**LUMO energy**: 0.3 eV
**Multiplicity**: 1
**SMILES**: O.O
**HOMO energy**: -11.9 eV
**Kohn-Sham gap**: 12.208 eV

Atomic partial charges in e from the natural (NBO) method, atoms 1 to 2: atom 1 (O): -0.92, atom 2 (H): 0.46



Arrangement x

Computed, not measured: a 2-piece molecular cluster, H4O2 overall, with ωB97M-V/def2-TZVPD.

```
6
Properties=species:S:1:pos:R:3
O 0.01 1.18 0.36
H -0.77 1.69 0.37
H 0.22 1.18 1.29
O 0.10 -1.68 -0.55
H 0.89 -1.44 -1.05
H -0.45 -0.93 -0.42
```

Output
**LUMO energy**: 0.7 eV
**Multiplicity**: 1
**SMILES**: O.O
**HOMO energy**: -11.0 eV
**Kohn-Sham gap**: 11.738 eV

Atomic partial charges in e from the natural (NBO) method, atoms 1 to 2: atom 1 (O): -0.93, atom 2 (H): 0.47



Arrangement y

Computed, not measured: a 2-piece molecular cluster, H4O2 overall, with ωB97M-V/def2-TZVPD.

```
6
Properties=species:S:1:pos:R:3
O 0.51 0.33 -1.35
H 1.43 0.46 -1.10
H 0.28 -0.49 -0.88
O -0.48 -0.26 1.27
H -1.07 -1.04 1.19
H -0.93 0.55 1.45
```

Output
**LUMO energy**: 0.8 eV
**Multiplicity**: 1
**SMILES**: O.O
**HOMO energy**: -10.9 eV
**Kohn-Sham gap**: 11.755 eV

Atomic partial charges in e from the natural (NBO) method, atoms 1 to 2: atom 1 (O): -0.94, atom 2 (H): 0.46



Arrangement z

Computed, not measured: a 2-piece molecular cluster, H4O2 overall, with ωB97M-V/def2-TZVPD.

```
6
Properties=species:S:1:pos:R:3
O 1.23 -0.15 -0.30
H 1.99 0.36 0.11
H 1.07 -0.67 0.49
O -1.27 -0.21 -0.19
H -2.21 0.08 -0.22
H -0.81 0.58 0.11
```

Output
**LUMO energy**: 0.9 eV
**Multiplicity**: 1
**SMILES**: O.O
**HOMO energy**: -11.2 eV
**Kohn-Sham gap**: 12.065 eV

Atomic partial charges in e from the natural (NBO) method, atoms 1 to 2: atom 1 (O): -0.92, atom 2 (H): 0.46



arrangement x ends up most stable, edging out the next structure by 0.0029 hartree.